DFT (the ωB97M-V functional and the def2-TZVPD basis) results for C3H4AgLiO3 as an isolated structure.

Last column: natural (NBO) charge in e.
Cartesian coordinates (Å):
O (1.266469, -0.037818, 0.312735)  -1.087
C (0.476062, -1.159549, -0.033666)  -0.075
C (-0.954973, -1.108393, 0.541002)  -0.513
C (-1.976798, 0.297084, -0.133628)  0.954
O (-1.358934, 1.360367, 0.110948)  -0.660
O (-1.975797, -0.663764, -0.984954)  -0.476
Ag (3.100612, 0.139337, -0.066517)  0.901
Li (0.188978, 1.288936, 1.073352)  0.958
H (0.940401, -2.078434, 0.366127)  0.178
H (0.484866, -1.326096, -1.123912)  0.204
H (-1.891903, -1.347353, 1.072639)  0.352
H (-0.655638, -1.671544, 1.454498)  0.263

Forces on the atoms, in the same order (eV/Å):
O -4.24 -0.04 1.09
C 0.77 -0.45 -0.92
C 1.69 -0.86 4.00
C 6.36 -2.06 -3.04
O -4.08 -2.24 -0.72
O -3.46 4.94 0.24
Ag 3.68 0.25 -0.83
Li 0.37 -0.13 -0.08
H -0.18 0.37 0.05
H -0.49 0.39 0.15
H -0.93 0.68 -0.75
H 0.51 -0.86 0.80

Results
2S+1: 2
E_tot (a.u.): -496.422268
Molar mass (g mol⁻¹): 202.87
Gap between HOMO and LUMO (alpha / beta) (eV): 8.3 / 7.6
Energy relative to the best compared isomer or geometry (same formula, charge and spin) (kJ/mol): 706.3
Net charge: +1